{"formula": "C14H12F6IrN4O3SSe4", "method": "the ωB97M-V functional and the def2-TZVPD basis", "elements": ["Ir", "Se", "Se", "Se", "Se", "N", "C", "C", "C", "C", "C", "C", "S", "O", "O", "N", "C", "N", "C", "C", "C", "N", "H", "H", "H", "H", "H", "H", "H", "H", "H", "C", "C", "O", "C", "F", "F", "F", "C", "F", "F", "F", "H", "H", "H"], "positions_angstrom": [[-0.55274, -1.92288, 0.27402], [-0.30992, -3.91385, -1.18675], [0.13175, -5.86420, -0.03182], [0.49758, -5.30929, 2.16697], [0.09789, -3.07514, 2.37873], [4.74986, 2.97207, 4.23099], [3.49611, 2.41813, 3.93694], [3.37950, 1.05822, 3.64146], [2.13890, 0.50364, 3.39311], [0.99925, 1.29876, 3.43222], [1.10453, 2.64451, 3.72775], [2.34678, 3.20233, 3.98527], [-0.56619, 0.55051, 3.08731], [-1.57118, 1.55531, 3.30802], [-0.63580, -0.66224, 3.85761], [-0.48532, 0.10290, 1.53949], [-0.51590, 1.05107, 0.56801], [-0.29909, 2.35383, 0.77907], [-0.38651, 3.13202, -0.29507], [-0.66357, 2.66109, -1.56683], [-0.82342, 1.28487, -1.68782], [-0.75313, 0.49315, -0.63624], [5.52140, 2.47715, 3.81063], [4.81182, 3.96109, 4.04510], [4.26692, 0.43659, 3.61044], [2.04790, -0.55157, 3.16434], [0.21062, 3.25189, 3.73505], [2.42789, 4.25765, 4.22024], [-0.21277, 4.19109, -0.12613], [-0.72885, 3.31655, -2.42228], [-0.99025, 0.80284, -2.63920], [-3.09829, -1.21747, -3.43584], [-1.80384, -2.03350, -3.59571], [-1.04139, -2.03053, -2.46819], [-0.98007, -1.43458, -4.77035], [0.16035, -2.09680, -5.00353], [-0.63231, -0.15660, -4.50728], [-1.65185, -1.39083, -5.94874], [-2.24362, -3.46567, -4.01858], [-1.21764, -4.30116, -4.24300], [-2.99605, -3.48251, -5.14622], [-3.00749, -4.02011, -3.05658], [-2.83934, -0.19578, -3.16680], [-3.66084, -1.64902, -2.60948], [-3.72167, -1.20349, -4.33034]], "mulliken_charge": [0.68, 0.08, -0.18, -0.16, -0.05, -0.62, 1.09, -0.78, -0.32, -0.15, -0.18, -0.71, 1.10, -0.74, -0.69, -0.42, 0.31, -0.34, -0.14, -1.13, 0.21, -0.04, 0.23, 0.23, 0.28, 0.25, 0.48, 0.27, 0.39, 0.40, 0.28, -1.60, 1.38, -0.61, 0.54, -0.27, -0.27, -0.30, 0.19, -0.23, -0.29, -0.24, 0.25, 0.42, 0.39], "homo_lumo_gap_ev": [6.689, 5.826], "de_lowest_kcal_mol": 38.50, "spin_multiplicity": 5, "homo_energy_ev": [-4.34, -5.49], "s_squared": 6.0235, "total_energy_ev": -318181.486, "charge": -1}